Arrangement i

Computed, not measured: a gas-phase ion, C4H9N2O2 (charge +1), with wB97M-V/def2-TZVPD.

Geometry as ORCA input:
```
! wB97M-V def2-TZVPD RIJCOSX def2/J DEFGRID3
* xyz 1 3
C 1.22089 0.23335 0.65099
C -0.08777 -0.58540 0.91032
C -0.83874 1.69796 0.12620
C -0.00848 -0.04141 -1.43531
N -0.02796 -2.09940 0.51479
N 0.02538 0.48323 -0.06016
O -0.74791 -2.91584 1.00178
O 0.90611 -2.32076 -0.26293
H 1.62278 0.83945 1.42846
H 1.94335 -0.46288 0.18841
H -0.48046 -0.35910 1.94804
H -1.86535 1.36852 0.41782
H -0.54262 2.35048 0.87493
H -0.88793 2.22309 -0.87525
H -0.84913 -0.77215 -1.51887
H -0.32476 0.80990 -2.06682
H 0.94260 -0.44904 -1.84241
*
```

Calculated values
* lowest unoccupied orbital energy (alpha / beta): -0.109 / -0.297 Ha
* Kohn-Sham gap (alpha / beta): 9.13 / 7.15 eV
* HOMO (alpha / beta): -0.444 / -0.560 Ha
* <S²>: 2.010

Arrangement ii

Computed, not measured: 2 unconnected molecules or ions with the total composition C4H9N2O2, with wB97M-V/def2-TZVPD.

Geometry as ORCA input:
```
! wB97M-V def2-TZVPD RIJCOSX def2/J DEFGRID3
* xyz 1 3
C 0.75561 1.37221 -0.08052
C 1.02279 0.35201 0.95783
C 1.35018 -0.95644 0.34045
C -0.12186 -0.13822 -1.41150
N 0.12874 1.17659 -1.15641
N 0.56427 -1.15997 -0.88369
O -2.12672 0.55832 0.90535
O -2.19709 -0.24529 -0.20411
H 1.14328 2.44842 0.26681
H 1.64696 0.80450 1.81333
H 0.07949 0.34042 1.35861
H 2.41430 -1.21127 0.10325
H 1.17623 -1.69574 1.11846
H -0.78629 -0.32780 -2.23272
H 0.36223 -2.18788 -1.10698
H -3.20362 -0.49537 -0.17718
H -2.20852 1.36550 0.38905
*
```

Calculated values
* lowest unoccupied orbital energy (alpha / beta): -0.114 / -0.333 Ha
* Kohn-Sham gap (alpha / beta): 8.42 / 5.80 eV
* HOMO (alpha / beta): -0.423 / -0.546 Ha
* <S²>: 2.013

The least stable of them is arrangement i.

Arrangement i

Computed, not measured: a molecular structure, C34H35As2I2N3O2S2Sr, with wB97M-V/def2-TZVPD.

Geometry as ORCA input:
```
! wB97M-V def2-TZVPD RIJCOSX def2/J DEFGRID3
* xyz 0 1
Sr -0.83456 1.13398 -2.28965
S -0.43504 1.27785 -5.46769
C -1.86230 0.38690 -5.24787
N -2.60909 0.28972 -4.15027
C -3.58364 -0.71077 -4.36685
C -4.48332 -1.26921 -3.42878
C -5.57748 -2.01740 -3.76963
C -5.63311 -2.52984 -5.03868
C -4.61125 -2.21660 -5.95883
C -3.67261 -1.19429 -5.73294
S -2.40611 -0.54356 -6.71939
H -4.41606 -0.95685 -2.40409
H -6.35117 -2.14838 -2.93811
H -6.36180 -3.31345 -5.22445
H -4.51110 -2.64219 -6.94582
O -1.30285 0.39344 0.24707
C -2.51234 1.11241 0.48049
C -2.09001 2.40858 1.15595
C -1.26171 3.36650 0.33146
C -1.98035 4.06474 -0.76903
C -2.32028 5.44385 -0.69148
C -3.11744 5.99754 -1.66319
C -3.45508 5.20354 -2.82219
C -3.04366 3.91708 -2.82440
N -2.08389 3.42523 -1.98135
H -1.44506 -0.58541 0.26386
H -3.16384 0.56331 1.14578
H -3.05099 1.25477 -0.50633
H -1.54897 2.18842 2.04123
H -2.99274 2.93713 1.52442
H -0.42702 2.85011 -0.10189
H -0.78564 4.22937 0.92013
H -1.97497 6.03478 0.11300
H -3.38857 7.04834 -1.60284
H -3.80138 5.69846 -3.76375
H -3.36277 3.24889 -3.57406
C 3.63090 1.42441 4.24764
As 2.56079 -0.09220 3.46836
C 4.05866 -1.09888 2.74382
C 2.38668 -1.25759 5.04648
C 3.04268 -1.15117 6.28252
C 2.71352 -1.90415 7.36025
C 1.64848 -2.81763 7.23414
C 0.98042 -3.00440 6.00067
C 1.30252 -2.22705 4.96719
As 0.47366 -2.63440 3.18375
C -1.45708 -2.36527 3.76715
C 0.69328 -4.57429 3.38196
H 3.61538 1.27167 5.33641
H 2.98409 2.32136 3.97040
H 4.57444 1.60227 3.71594
H 3.92837 -2.19181 2.79480
H 4.90262 -0.83647 3.34399
H 4.36681 -0.84006 1.67167
H 3.93926 -0.54332 6.21384
H 3.20672 -1.86231 8.34166
H 1.21646 -3.19704 8.13477
H 0.12364 -3.67829 6.03799
H -1.82861 -1.54660 3.05782
H -1.51427 -2.01392 4.80993
H -2.24616 -3.12175 3.65187
H 1.59122 -4.80573 3.92562
H 0.64832 -5.05010 2.39846
H -0.09855 -5.00542 3.97639
I 3.46924 3.69459 -0.49542
C 3.70273 1.90266 -1.56295
C 4.86068 1.40571 -2.21582
C 4.79965 0.36808 -3.10504
I 6.50694 0.17592 -4.36156
C 3.67513 -0.55877 -2.97802
C 3.66028 -1.87366 -3.49067
C 2.48230 -2.59063 -3.53646
C 1.27063 -1.95589 -3.24859
N 1.25437 -0.62880 -2.84852
C 2.43418 0.01309 -2.55226
C 2.43422 1.30040 -1.86459
O 1.36783 1.95451 -1.73873
H 5.77904 1.99012 -2.15687
H 4.60211 -2.32546 -3.72142
H 2.36591 -3.53573 -4.02709
H 0.34875 -2.48303 -3.40131
*
```

Calculated values
* lowest unoccupied orbital energy: -0.011 Ha
* Kohn-Sham gap: 6.48 eV
* HOMO: -0.249 Ha

Arrangement ii

Computed, not measured: a molecular structure, C34H35As2I2N3O2S2Sr, with wB97M-V/def2-TZVPD.

Geometry as ORCA input:
```
! wB97M-V def2-TZVPD RIJCOSX def2/J DEFGRID3
* xyz 0 1
Sr 0.33986 -2.12199 -0.89507
S 0.12011 -2.94096 1.81284
C -1.52725 -2.60976 1.46621
N -1.92271 -2.06367 0.27405
C -3.31919 -2.14968 0.00076
C -4.10268 -1.78006 -1.08538
C -5.48495 -1.92603 -1.04530
C -6.05680 -2.48473 0.05414
C -5.33990 -2.85315 1.17463
C -3.97253 -2.68752 1.18894
S -2.94830 -3.20784 2.44011
H -3.58570 -1.30040 -1.94174
H -6.02107 -1.63217 -1.92232
H -7.09468 -2.68743 0.07215
H -5.81937 -3.34319 2.06899
O 1.37535 -0.23114 -2.40997
C 1.50755 0.23606 -3.80674
C 0.25933 1.02764 -4.25166
C -1.09987 0.60346 -3.64514
C -1.51251 -0.81021 -4.06929
C -2.03977 -1.06202 -5.36274
C -2.66669 -2.28706 -5.54308
C -2.69060 -3.25457 -4.51420
C -2.06117 -2.92666 -3.32443
N -1.37473 -1.78080 -3.14487
H 2.15042 -0.06165 -1.89536
H 1.69650 -0.64778 -4.40717
H 2.31746 0.96142 -3.91402
H 0.20332 1.02963 -5.33225
H 0.40970 2.05902 -3.94112
H -1.87375 1.37880 -3.91195
H -0.96939 0.52416 -2.52687
H -1.94286 -0.32250 -6.13743
H -3.01382 -2.47853 -6.52423
H -3.26697 -4.18526 -4.52516
H -2.09231 -3.64138 -2.46382
C -2.41204 2.89925 5.60811
As -1.81003 2.41367 3.75681
C -1.07327 0.61862 4.22381
C -0.16917 3.46350 3.84076
C 0.62845 3.53636 4.99385
C 1.75283 4.37464 4.98626
C 2.19126 4.90926 3.75638
C 1.51389 4.65435 2.58668
C 0.29315 3.96055 2.60813
As -0.65678 3.49056 0.88031
C -1.03169 5.34609 0.23916
C 1.08636 3.28814 -0.14557
H -3.21746 2.23226 5.87004
H -2.78151 3.95483 5.61110
H -1.67721 2.79603 6.41896
H -0.44909 0.62585 5.14650
H -0.48280 0.29933 3.36446
H -1.93243 -0.02783 4.27122
H 0.39231 3.00937 5.88671
H 2.28352 4.55450 5.89833
H 3.08918 5.50626 3.66566
H 1.82104 5.14840 1.67723
H -0.14000 6.00124 0.23689
H -1.84471 5.81309 0.84261
H -1.42386 5.36653 -0.83642
H 1.58123 4.26533 -0.34959
H 0.82458 2.74299 -1.04767
H 1.81573 2.72680 0.44058
I 3.50666 -6.00012 -3.12800
C 4.13058 -4.54477 -1.72354
C 5.42243 -4.56793 -1.25674
C 5.78048 -3.61938 -0.27184
I 7.75497 -3.78189 0.49846
C 4.87895 -2.69179 0.19964
C 5.22215 -1.79262 1.25190
C 4.38245 -0.68788 1.49327
C 3.30599 -0.44855 0.66895
N 2.90689 -1.32759 -0.23746
C 3.57249 -2.52314 -0.40767
C 3.10867 -3.55274 -1.31017
O 1.91186 -3.76891 -1.72057
H 6.12740 -5.34119 -1.59068
H 6.01175 -2.09013 1.92974
H 4.63856 0.06147 2.26224
H 2.58617 0.36514 0.89966
*
```

Calculated values
* lowest unoccupied orbital energy: -0.004 Ha
* Kohn-Sham gap: 6.92 eV
* HOMO: -0.258 Ha

The least stable of them is arrangement i.

Arrangement i

Computed, not measured: a molecular structure, CH3I3Si, with wB97M-V/def2-TZVPD.

Geometry as ORCA input:
```
! wB97M-V def2-TZVPD RIJCOSX def2/J DEFGRID3
* xyz 0 1
C -0.97257 -0.07328 -0.11461
Si 1.20893 0.04442 0.05056
I -1.56868 -1.87404 -1.18467
I -1.64816 -0.09990 1.90750
I -1.57360 1.79952 -1.09897
H 1.76825 -0.11605 -1.37487
H 1.34039 1.31965 0.66195
H 1.44544 -1.00033 1.15311
*
```

Calculated values
* lowest unoccupied orbital energy: -0.038 Ha
* Kohn-Sham gap: 8.14 eV
* HOMO: -0.337 Ha

Arrangement ii

Computed, not measured: a molecular structure, CH3I3Si, with wB97M-V/def2-TZVPD.

Geometry as ORCA input:
```
! wB97M-V def2-TZVPD RIJCOSX def2/J DEFGRID3
* xyz 0 1
C 0.48685 -0.08260 0.02973
Si 2.32750 0.53313 -0.02631
I 2.85879 2.03498 1.87912
I 3.60116 -2.47040 0.41568
I 2.93972 1.42569 -2.31325
H 0.11325 -0.74788 0.75386
H 0.02204 0.93728 0.06123
H 0.44231 -0.60146 -0.86527
*
```

Calculated values
* lowest unoccupied orbital energy: -0.083 Ha
* Kohn-Sham gap: 6.63 eV
* HOMO: -0.327 Ha

Arrangement iii

Computed, not measured: 2 unconnected molecules or ions with the total composition CH3I3Si, with wB97M-V/def2-TZVPD.

Geometry as ORCA input:
```
! wB97M-V def2-TZVPD RIJCOSX def2/J DEFGRID3
* xyz 0 1
C 0.10769 0.15456 -0.12395
Si -0.08820 1.93130 0.53434
I -2.40861 2.73386 0.16699
I -4.95129 -0.31251 -0.21550
I 1.40319 3.78928 -0.33112
H 0.77968 -0.48799 0.25779
H -0.76481 -0.27535 0.07504
H 0.26777 0.18834 -1.27770
*
```

Calculated values
* lowest unoccupied orbital energy (alpha / beta): -0.063 / -0.116 Ha
* Kohn-Sham gap (alpha / beta): 7.90 / 4.85 eV
* HOMO (alpha / beta): -0.353 / -0.294 Ha

The least stable of them is arrangement i.

Arrangement i

Computed, not measured: 2 unconnected molecules or ions with the total composition H3NS2, with wB97M-V/def2-TZVPD.

Geometry as ORCA input:
```
! wB97M-V def2-TZVPD RIJCOSX def2/J DEFGRID3
* xyz 0 1
N 1.53496 -1.10709 -0.79999
S -2.06946 1.47679 0.76451
S 0.26103 -0.86185 0.08565
H 2.45894 -0.85157 -0.46201
H -1.38720 2.41728 1.27713
H -0.79828 -1.07356 -0.86528
*
```

Calculated values
* lowest unoccupied orbital energy (alpha / beta): -0.020 / -0.088 Ha
* Kohn-Sham gap (alpha / beta): 9.31 / 6.14 eV
* HOMO (alpha / beta): -0.362 / -0.313 Ha

Arrangement ii

Computed, not measured: a single H3NS2 molecule, with wB97M-V/def2-TZVPD.

Geometry as ORCA input:
```
! wB97M-V def2-TZVPD RIJCOSX def2/J DEFGRID3
* xyz 0 1
N 0.43941 -0.39794 1.64263
S 0.96568 0.64435 -1.56193
S -0.12530 0.38522 0.44891
H 0.95180 0.17981 2.25260
H 1.79970 1.49213 -1.06894
H -0.35109 -0.63705 -0.39500
*
```

Calculated values
* lowest unoccupied orbital energy: -0.014 Ha
* Kohn-Sham gap: 8.73 eV
* HOMO: -0.335 Ha

The least stable of them is arrangement i.